(1)
27
Properties=species:S:1:pos:R:3 method="wB97M-V/def2-TZVPD" relative_energy_kcal_mol=106.40 e_lumo_ha=-0.181 total_energy_ha=-482.123273 orbital_gap_ev=8.8054 spin_multiplicity=1 total_charge=+1
C 0.71899 2.68087 0.38726
C -0.80479 -1.14534 1.92279
C 1.01226 -2.03542 -2.56056
C 0.46410 1.06165 2.51396
C -1.97294 1.01401 0.00868
C 1.18303 -1.03992 -1.52162
C -0.18821 -0.35721 -1.36761
C 0.21117 -0.07464 1.43290
C -0.48601 0.65217 -0.21605
N 0.25954 1.80878 -0.16266
O -1.70318 -1.62704 1.25209
H 1.02496 3.72831 0.37678
H -0.58157 -1.36273 2.95987
H 1.87732 -2.81389 -2.59588
H 1.06830 -1.55572 -3.61769
H 0.02054 -2.63131 -2.45801
H 1.44572 1.47782 2.44860
H -0.16213 1.86926 2.41393
H 0.30588 0.64220 3.49178
H -2.35811 1.59742 -0.81831
H -2.08639 1.50192 0.93189
H -2.49105 0.10767 -0.00535
H 2.04730 -0.38591 -1.83282
H 1.46607 -1.53045 -0.65785
H -0.46578 0.19486 -2.33849
H -0.92408 -1.12256 -1.17976
H 1.11905 -0.65480 1.19213

(2)
30
Properties=species:S:1:pos:R:3 method="wB97M-V/def2-TZVPD" relative_energy_kcal_mol=60.30 e_lumo_ha="-0.139 / -0.128" total_energy_ha=-1030.760907 orbital_gap_ev="7.5302 / 8.3852" spin_multiplicity=1 total_charge=+1
C 1.64232 -0.23762 0.48837
C 3.60174 0.93809 2.23197
C 1.19606 1.22653 0.39858
C 0.45259 -1.14018 0.45514
C -0.17545 1.13809 -0.44785
C 0.69919 -2.39355 -0.41068
C 0.12900 -1.71730 1.83939
C -0.02994 1.16221 -1.93935
C -1.24333 2.07900 0.20446
N -0.67572 -0.27075 -0.14189
O 2.78134 -0.49190 -0.21460
O 4.56548 0.96288 1.63536
O 4.89680 -0.71458 -1.36332
S 4.05797 0.23493 -0.82943
H 0.88281 1.77328 1.37886
H 1.79068 1.92289 -0.21735
H 1.38216 -2.33276 -1.13437
H -0.19272 -2.83539 -0.83008
H 0.98145 -3.14400 0.18127
H -0.87329 -2.35373 1.91913
H 0.21057 -0.87735 2.49302
H 1.03448 -2.30842 2.13844
H 0.64234 0.50315 -2.34573
H 0.30904 2.06876 -2.29472
H -0.90609 0.80506 -2.31919
H -0.84171 2.61582 1.01796
H -2.07099 1.53676 0.56274
H -1.56450 2.73846 -0.52474
H -0.92285 -0.61786 -1.01735
H -1.36452 -0.40755 0.58621

(3)
28
Properties=species:S:1:pos:R:3 method="wB97M-V/def2-TZVPD" relative_energy_kcal_mol=3.90 e_lumo_ha=-0.106 total_energy_ha=-880.417659 orbital_gap_ev=9.9152 spin_multiplicity=1 total_charge=+1
C 0.51076 2.77341 0.01592
C 0.89745 1.45347 0.55586
C 0.29143 0.21052 -0.33830
O 0.79161 0.28406 -1.61580
C -1.14827 -0.04383 -0.25899
C -2.06758 0.16200 -1.20735
C -3.38905 -0.10656 -0.79945
C -3.50359 -0.50542 0.49862
S -1.93228 -0.62910 1.20266
N 0.89503 -1.06772 0.44442
C 1.01707 -2.24768 -0.50897
C 2.14780 -1.13705 1.31557
H -0.57379 3.04266 0.06068
H 0.90383 2.91759 -1.01732
H 0.93536 3.53435 0.60993
H 1.95712 1.32609 0.44963
H 0.74295 1.35248 1.66333
H 1.49638 0.91261 -1.52049
H -1.84657 0.64096 -2.21727
H -4.21804 0.03491 -1.46878
H -4.44148 -0.64599 0.95328
H 0.00242 -1.30008 1.07381
H 1.74401 -2.03032 -1.25124
H 1.37403 -3.16046 -0.05014
H 0.12308 -2.47483 -1.06312
H 3.08135 -1.14694 0.62188
H 2.18937 -0.13091 1.84833
H 2.01959 -2.01824 2.00329

(4)
31
Properties=species:S:1:pos:R:3 method="wB97M-V/def2-TZVPD" relative_energy_kcal_mol=2.46 e_lumo_ha=0.024 total_energy_ha=-1126.892399 orbital_gap_ev=11.1938 spin_multiplicity=1
O -1.83796 -2.68632 2.92208
C -1.19900 -3.01814 1.97076
O -0.96142 -2.21272 0.92877
C -1.25427 -2.78567 -0.34855
C -1.07348 -1.74975 -1.46177
C -1.39332 -0.30448 -1.05611
C -0.49932 0.74515 -1.74968
C 0.50243 1.49190 -0.86467
C -0.08256 2.11641 0.42385
C 0.81112 1.92168 1.64626
C 2.25887 2.22544 1.34001
O 2.84195 1.41050 0.29121
S 1.90081 0.44478 -0.53863
O 1.50927 -0.66093 0.28352
O 2.57416 0.18804 -1.77699
H -0.71982 -4.00576 1.91831
H -2.26944 -3.19016 -0.34862
H -0.58238 -3.62935 -0.54078
H -1.76585 -2.04970 -2.25157
H -0.07224 -1.83527 -1.88157
H -2.41955 -0.08450 -1.35697
H -1.36094 -0.20170 0.02401
H 0.07549 0.25252 -2.53800
H -1.09842 1.50214 -2.25801
H 0.92861 2.30466 -1.45546
H -1.08287 1.74238 0.62932
H -0.17427 3.19066 0.24897
H 0.70092 0.92696 2.07724
H 0.49910 2.62234 2.42495
H 2.86266 2.05404 2.23118
H 2.38172 3.27486 1.06694

(5)
27
Properties=species:S:1:pos:R:3 method="wB97M-V/def2-TZVPD" relative_energy_kcal_mol=31.48 e_lumo_ha=0.018 total_energy_ha=-717.164359 orbital_gap_ev=8.4455 spin_multiplicity=1
C -0.09426 -0.96071 1.92095
C -0.07805 -1.35774 0.64968
C -1.17240 -0.68157 -0.07664
C -2.56256 -1.27760 0.27800
C -2.48691 -1.13020 1.82692
C -1.31314 -0.09374 2.04239
C -1.33935 0.62293 0.72941
H 0.50291 -1.32542 2.75220
H 0.58838 -2.20310 0.28082
H -1.05997 -0.54334 -1.13259
H -2.60920 -2.38365 0.05328
H -3.41871 -0.77056 -0.18748
H -3.53435 -0.91352 2.35240
H -2.29224 -2.13231 2.25268
H -1.67790 0.69880 2.78906
H -0.47406 1.27105 0.58308
H -2.32886 1.17987 0.62649
C 3.71306 0.83577 -0.34102
Si 2.83054 1.32068 -1.73342
C 1.02331 1.34328 -2.27212
O 3.65997 1.80949 -3.11341
H 4.82427 0.57229 -0.33781
H 3.14239 0.49720 0.59477
H 0.90597 0.93199 -3.29705
H 0.28082 0.81761 -1.57138
H 0.55947 2.40745 -2.14283
H 4.41090 1.46507 -3.52638

(6)
37
Properties=species:S:1:pos:R:3 method="wB97M-V/def2-TZVPD" relative_energy_kcal_mol=6.87 e_lumo_ha=0.089 total_energy_ha=-1163.362782 orbital_gap_ev=6.7978 spin_multiplicity=1 total_charge=-1
O 2.76940 3.21702 0.06258
C 2.57903 2.20751 -0.65877
O 3.29588 1.92277 -1.65955
B 1.30682 1.33208 -0.22935
C -0.08730 2.14342 -0.24909
O -1.24918 1.26212 -0.08534
C -2.40887 1.91275 -0.37453
F -2.63652 1.76955 -1.71084
F -3.40991 1.35046 0.33661
F -2.37765 3.22759 -0.07499
H 1.36020 0.20067 0.11941
H -0.03160 2.80846 0.64757
H -0.13554 2.74763 -1.18519
C 5.92333 -2.24401 -0.98890
O 4.90972 -2.31290 -0.32247
N 6.56168 -1.10361 -1.33073
C 7.76806 -1.11673 -2.12723
C 6.02478 0.17931 -0.88761
H 6.42230 -3.14940 -1.38115
H 8.58044 -0.65380 -1.56060
H 7.59946 -0.55076 -3.04678
H 8.05044 -2.13790 -2.38451
H 5.98682 0.19489 0.20316
H 5.01055 0.30471 -1.27264
H 6.65117 0.99482 -1.24351
C -6.73683 -2.69703 1.83278
O -7.76423 -3.26701 1.51460
N -6.54474 -1.36070 1.79344
C -5.28906 -0.74957 2.18976
C -7.62900 -0.50990 1.34033
H -5.85213 -3.24974 2.19102
H -5.47155 -0.06279 3.01956
H -4.87678 -0.19727 1.34530
H -4.57222 -1.50639 2.50470
H -8.49697 -0.65350 1.98693
H -7.90600 -0.78730 0.32168
H -7.32396 0.53454 1.36433

(7)
39
Properties=species:S:1:pos:R:3 method="wB97M-V/def2-TZVPD" relative_energy_kcal_mol=0.00 e_lumo_ha=-0.030 total_energy_ha=-1297.443193 orbital_gap_ev=5.3164 spin_multiplicity=1
C -2.50802 -2.94364 0.89264
C -1.06440 -2.84556 0.40544
C -0.40050 -1.58479 0.94345
F -0.56092 -1.53252 2.28647
N 1.03073 -1.60969 0.63945
C 1.71782 -2.38977 -0.20072
N 3.00241 -2.12748 -0.20774
C 3.14164 -1.11567 0.68401
N 4.31502 -0.54455 1.00683
N 1.95580 -0.78117 1.18392
B 1.72657 0.35375 2.17567
O 1.92092 0.05847 3.48722
O 1.40155 1.56837 1.70872
H -2.87178 -3.90879 0.56279
H -3.12551 -2.14268 0.50676
H -2.53806 -2.96032 1.97322
H -1.01518 -2.89894 -0.67439
H -0.53433 -3.67220 0.87571
H -0.84401 -0.72993 0.43153
H 1.34077 -3.15882 -0.84493
H 5.03287 -0.36914 0.33207
H 4.50342 -0.35838 1.97465
H 1.15459 0.35367 3.99294
H 0.43483 1.65710 1.68567
C 0.51208 1.94977 -1.79236
C -0.18159 3.05460 -2.55749
O -1.48312 2.69805 -2.92804
C -2.51752 2.75535 -1.86544
O -2.51709 3.84261 -1.17769
C -2.46587 1.48590 -0.92651
F -2.13084 0.32458 -1.57798
F -3.67608 1.24504 -0.39461
F -1.61262 1.54799 0.13775
H 0.29561 0.97294 -2.22938
H 1.59752 2.10077 -1.77858
H 0.18219 1.94688 -0.75855
H 0.36022 3.22977 -3.49310
H -0.15283 3.99926 -2.00488
H -3.42626 2.52917 -2.47449

(8)
31
Properties=species:S:1:pos:R:3 method="wB97M-V/def2-TZVPD" e_lumo_ha=-0.328 total_energy_ha=-3550.835663 orbital_gap_ev=6.3231 spin_multiplicity=1 total_charge=+2
C -3.59024 0.27919 -3.13988
C 0.19655 0.97309 -0.38617
C -1.77062 1.25707 -1.72864
C 0.15654 -2.20736 1.23820
C -0.73290 2.94405 2.93171
C 3.07640 -0.89722 -1.22709
C 1.46301 -2.14500 0.53825
C -0.79554 1.59626 3.07444
C 1.55421 -1.14510 -0.63388
N -2.66452 0.71881 -2.43093
N 1.26777 0.20003 -0.14932
N -0.75389 0.53187 -1.19662
Cl -1.89445 2.89688 -1.36128
Br -2.42560 0.68267 2.62895
H -3.33094 0.22989 -4.16762
H -4.54913 0.33206 -2.61784
H -0.26754 -3.14768 1.00586
H 0.31327 -2.27637 2.28875
H -0.61039 -1.39174 1.00305
H -1.48648 3.53539 2.59428
H 0.21196 3.34900 3.16397
H 0.16405 1.78848 0.08535
H 3.27467 -0.04953 -1.96816
H 3.50139 -1.71835 -1.69342
H 3.63963 -0.73866 -0.31962
H 1.61296 -3.16770 0.19363
H 2.30122 -1.93266 1.32933
H -0.01311 0.89132 3.10410
H 0.84802 -1.44164 -1.41285
H 1.78238 0.49493 0.70603
H -0.47868 -0.44199 -1.45261